Entry 1:
This record from the Open Molecules 2025 dataset describes a molecular structure, C15H27ClIN2OP2Tl. The level of theory is the ωB97M-V functional and the def2-TZVPD basis.

The geometry in XYZ format:
```
50
Properties=species:S:1:pos:R:3:mulliken_charge:R:1
C 1.890 2.073 -0.301 -0.71
C 0.988 1.108 -0.957 0.71
H 2.919 2.042 -0.737 0.40
H 1.998 1.941 0.790 -0.02
H 1.497 3.091 -0.453 0.27
O 1.192 0.198 -1.716 -0.28
I -3.045 -0.100 0.378 0.31
Tl -0.781 3.620 2.988 0.69
P -1.258 2.280 -1.487 0.52
C -1.758 1.068 -2.769 -1.17
C -2.855 3.179 -1.465 -1.03
H -3.073 3.604 -2.455 0.39
H -1.059 3.818 -3.380 0.51
H -2.823 3.991 -0.740 0.39
H -0.031 4.307 -2.005 0.41
H -2.670 0.570 -2.437 0.32
H -3.654 2.488 -1.187 0.35
C -0.375 3.452 -2.603 -1.43
H -1.932 1.575 -3.722 0.49
H 0.486 2.964 -3.074 0.42
H -0.963 0.328 -2.894 0.33
P 0.453 0.269 2.715 0.45
C 0.517 -1.575 2.657 -1.14
C 2.194 0.584 3.272 -1.25
H -0.611 1.541 4.541 0.25
H 0.115 0.029 5.142 0.36
H -1.422 -0.014 4.197 0.33
C -0.444 0.476 4.309 -1.07
H 2.335 1.674 3.411 0.35
H 2.416 0.061 4.218 0.44
H 0.764 -2.001 3.645 0.49
H 1.261 -1.914 1.915 0.21
H 2.881 0.225 2.482 0.34
H -0.478 -1.929 2.339 0.27
Cl -0.503 6.093 2.491 -0.55
N -1.606 -3.157 -1.382 -0.03
C -1.617 -1.872 -0.943 -0.59
N -0.449 -1.527 -0.478 0.28
C 0.452 -2.512 -0.840 0.85
C 1.834 -2.635 -0.598 -0.14
C 2.453 -3.837 -0.936 -0.78
C 1.713 -4.941 -1.385 -0.46
C 0.345 -4.793 -1.690 -0.87
C -0.268 -3.570 -1.407 0.10
H -2.369 -3.736 -1.703 0.24
H -2.492 -1.276 -1.172 0.41
H 2.393 -1.781 -0.194 0.38
H 3.522 -3.976 -0.749 0.39
H 2.198 -5.897 -1.586 0.44
H -0.280 -5.607 -2.046 0.43
```

## Properties
electronic energy	-64894.917	eV
HOMO-LUMO gap (spin up / spin down)	0.112 / 0.102	Eh
charge	+2
HOMO energy (spin up / spin down)	-13.627 / -13.563	eV
spin multiplicity	1
max |F|	5.9	eV/Å
E_LUMO (spin up / spin down)	-10.59 / -10.79	eV

***

Entry 2:
This record from the Open Molecules 2025 dataset describes a molecular structure, C44H33Br2N12O4W. The level of theory is the ωB97M-V functional and the def2-TZVPD basis.

The geometry in XYZ format:
```
96
Properties=species:S:1:pos:R:3:mulliken_charge:R:1
W -0.430 0.674 1.237 2.05
O -3.855 0.710 3.698 -0.72
C -2.797 0.468 3.146 -0.16
N -2.330 1.068 2.032 0.39
C -3.222 2.077 1.501 -1.45
C -2.608 2.674 0.286 0.70
C -3.235 3.679 -0.438 -1.03
C -2.593 4.230 -1.526 -0.70
C -1.323 3.770 -1.858 -1.00
C -0.758 2.773 -1.101 -0.18
N -1.397 2.210 -0.052 0.38
C -1.889 -0.621 3.615 0.56
C -2.203 -1.404 4.704 -0.67
C -1.347 -2.441 5.038 -0.43
C -0.219 -2.649 4.261 -1.01
C 0.036 -1.809 3.193 -0.05
N -0.787 -0.803 2.875 0.28
H -3.418 2.855 2.246 0.63
H -4.204 1.651 1.262 0.48
H -4.213 4.020 -0.125 0.58
H -3.062 5.016 -2.101 0.46
H -0.762 4.189 -2.679 0.60
H 0.234 2.400 -1.310 0.62
H -3.109 -1.181 5.249 0.59
H -1.557 -3.078 5.886 0.46
H 0.474 -3.450 4.476 0.50
H 0.919 -1.919 2.585 0.54
Br 2.108 5.660 -2.319 -0.13
C 2.994 4.013 -2.638 -0.23
C 2.741 3.308 -3.802 -0.52
C 3.399 2.105 -4.020 -0.29
C 4.259 1.601 -3.056 0.19
C 4.542 2.342 -1.914 -0.24
C 3.910 3.554 -1.703 -0.25
N 4.920 0.349 -3.335 -0.41
N 4.826 -0.598 -2.544 -0.59
C 3.948 -0.463 -1.409 0.30
C 4.489 -0.475 -0.133 -0.62
C 3.677 -0.299 0.986 -0.84
C 2.319 -0.109 0.799 0.29
O 1.393 0.019 1.770 -0.65
C 1.799 -0.070 -0.490 -0.21
N 0.442 0.186 -0.530 0.20
C -0.321 -0.298 -1.657 0.26
C 0.517 -0.585 -2.870 -1.40
C 1.850 -0.553 -2.859 -0.98
C 2.571 -0.345 -1.608 0.44
H 2.055 3.700 -4.541 0.48
H 3.237 1.549 -4.934 0.43
H 5.253 1.975 -1.187 0.52
H 4.128 4.138 -0.819 0.57
H 5.557 -0.600 -0.016 0.53
H 4.093 -0.322 1.985 0.61
H -1.093 0.431 -1.933 0.33
H -0.010 -0.767 -3.798 0.58
H 2.404 -0.744 -3.768 0.79
Br 3.021 4.990 6.531 -0.15
C 2.719 4.782 4.686 -0.18
C 3.338 5.639 3.781 -0.17
N 3.171 5.550 2.465 -0.59
C 2.382 4.588 2.005 -0.52
C 1.725 3.688 2.838 0.06
C 1.890 3.785 4.214 -0.41
C 0.880 2.645 2.249 0.51
O 0.937 2.367 1.012 -0.21
O 0.050 1.965 2.924 -0.85
H 3.992 6.426 4.139 0.41
H 2.253 4.523 0.930 0.64
H 1.385 3.100 4.881 0.61
C -0.207 -2.637 -0.602 -1.93
C -1.115 -1.480 -1.002 0.75
N -1.704 -0.821 0.170 0.58
C -3.027 -0.948 0.100 -0.50
C -3.404 -1.616 -1.052 -1.31
N -2.293 -1.919 -1.757 0.74
C -2.288 -2.734 -2.957 -1.40
N -1.895 -4.095 -2.734 0.95
N -0.687 -4.518 -3.198 -0.50
N -0.481 -5.713 -2.819 -0.67
C -1.564 -6.131 -2.069 0.35
C -1.813 -7.353 -1.440 -0.75
C -2.999 -7.474 -0.755 -0.48
C -3.925 -6.412 -0.696 -0.66
C -3.695 -5.204 -1.313 -0.75
C -2.485 -5.088 -2.005 1.40
H 0.532 -2.283 0.114 -0.18
H 0.318 -3.035 -1.470 0.46
H -0.795 -3.431 -0.138 0.44
H -3.691 -0.550 0.849 0.86
H -4.394 -1.859 -1.403 0.67
H -1.585 -2.339 -3.686 0.13
H -3.295 -2.695 -3.375 0.52
H -1.098 -8.162 -1.500 0.44
H -3.237 -8.402 -0.254 0.39
H -4.849 -6.557 -0.151 0.40
H -4.421 -4.404 -1.267 0.34
```

## Properties
electronic energy	-214141.751	eV
relative energy (zero: lowest compared OMol25 entry of this formula, charge and spin)	29.94	kcal/mol
HOMO-LUMO gap (spin up / spin down)	0.241 / 0.221	Eh
charge	+1
HOMO energy (spin up / spin down)	-9.593 / -10.113	eV
spin multiplicity	3
max |F|	0.2	eV/Å
E_LUMO (spin up / spin down)	-3.03 / -4.10	eV

***

Entry 3:
This record from the Open Molecules 2025 dataset describes a gas-phase ion, C14H28N5O4 (charge +1). The level of theory is the ωB97M-V functional and the def2-TZVPD basis.

The geometry in XYZ format:
```
51
Properties=species:S:1:pos:R:3:mulliken_charge:R:1
O -2.781 -1.459 -2.553 -0.66
O 1.472 -2.854 0.409 -0.72
O 1.611 1.810 2.118 -0.70
O 0.788 1.833 -1.665 -0.67
C -2.442 -0.390 -2.950 0.49
C 2.476 -2.387 1.144 0.54
C 2.170 2.106 1.021 0.26
C 0.540 0.818 -1.056 -0.07
N 2.588 -2.612 2.420 -0.30
N 2.378 3.349 0.536 -0.19
N 1.522 0.145 -0.356 0.28
N -1.566 0.485 -2.430 -0.08
C -3.054 0.122 -4.252 -1.21
C 2.182 4.570 1.348 -0.86
C 3.600 -1.531 0.547 -0.86
C -3.113 0.033 0.317 -0.95
C -2.924 -0.889 1.515 -0.84
C 3.581 -0.092 0.969 -0.86
C -1.918 0.871 -0.061 -0.65
C -1.894 -1.957 1.335 0.13
C 2.579 0.879 0.147 0.21
C -0.951 0.241 -1.129 0.08
N -2.291 -2.792 0.075 -0.02
H 1.921 -3.075 2.949 0.23
H 3.340 -2.191 2.870 0.19
H 2.546 3.531 -0.425 0.29
H 1.260 -0.717 0.043 -0.10
H -1.166 1.231 -3.013 0.36
H -2.225 0.422 -4.931 0.35
H -3.859 0.853 -4.180 0.27
H -3.455 -0.825 -4.685 0.37
H 1.665 4.224 2.319 0.30
H 3.180 4.965 1.568 0.31
H 1.563 5.396 0.911 0.28
H 3.625 -1.537 -0.532 0.36
H 4.504 -2.032 0.969 0.40
H -3.463 -0.489 -0.583 0.50
H -3.835 0.706 0.666 0.37
H -3.872 -1.298 1.818 0.35
H -2.549 -0.201 2.291 0.38
H 4.571 0.325 0.868 0.51
H 3.248 -0.096 2.028 0.40
H -2.267 1.812 -0.335 0.49
H -1.355 1.028 0.860 0.43
H -0.929 -1.534 1.166 -0.30
H -1.987 -2.495 2.279 0.44
H 3.139 1.249 -0.805 0.22
H -0.903 -0.761 -0.924 0.51
H -3.116 -3.295 0.372 0.42
H -2.540 -2.129 -0.689 -0.07
H -1.596 -3.369 -0.325 0.39
```

## Properties
SMILES string	CNC(=O)[C@@H](CCC(N)=O)NC(=O)[C@@H](CCCC[NH3+])NC(C)=O
electronic energy	-30607.651	eV
relative energy (zero: lowest compared OMol25 entry of this formula, charge and spin)	0.00	kcal/mol
HOMO-LUMO gap	0.348	Eh
charge	+1
HOMO energy	-11.910	eV
spin multiplicity	1
max |F|	6.4	eV/Å
E_LUMO	-2.44	eV

***

Entry 4:
This record from the Open Molecules 2025 dataset describes a molecular structure, CH4NO2P. The level of theory is the ωB97M-V functional and the def2-TZVPD basis.

The geometry in XYZ format:
```
9
Properties=species:S:1:pos:R:3:mulliken_charge:R:1
C 0.155 -0.050 -0.431 -0.57
N -0.832 1.028 -0.499 0.87
O -0.571 1.841 -1.365 -0.59
O -1.791 1.069 0.214 -0.66
P -0.153 -1.239 0.984 0.20
H 0.456 -0.501 -1.411 0.30
H 1.295 0.727 -0.035 0.17
H 0.657 -0.467 1.815 0.14
H 0.784 -2.408 0.729 0.14
```

## Properties
electronic energy	-15965.898	eV
relative energy (zero: lowest compared OMol25 entry of this formula, charge and spin)	157.55	kcal/mol
HOMO-LUMO gap (spin up / spin down)	0.199 / 0.191	Eh
charge	0
HOMO energy (spin up / spin down)	-5.504 / -9.968	eV
spin multiplicity	3
max |F|	4.4	eV/Å
E_LUMO (spin up / spin down)	-0.09 / -4.77	eV

***

Entry 5:
This record from the Open Molecules 2025 dataset describes C5H6ClF in the gas phase. The level of theory is the ωB97M-V functional and the def2-TZVPD basis.

The geometry in XYZ format:
```
13
Properties=species:S:1:pos:R:3:mulliken_charge:R:1
C 2.679 0.044 0.835 -0.64
C 1.593 0.643 0.385 -0.39
C -2.473 -0.452 -0.751 -0.27
C -0.844 0.137 -0.386 -0.59
C 0.488 -0.162 -0.027 0.73
F 0.709 -1.583 0.043 -0.31
Cl -3.526 0.341 0.454 -0.16
H 3.457 0.688 1.356 0.25
H 2.619 -1.019 0.896 0.32
H 1.400 1.718 0.167 0.26
H -2.375 -1.616 -0.837 0.29
H -2.646 0.104 -1.691 0.26
H -1.080 1.158 -0.444 0.26
```

## Properties
SMILES string	C=C/C(F)=C/CCl
electronic energy	-20518.928	eV
relative energy (zero: lowest compared OMol25 entry of this formula, charge and spin)	53.23	kcal/mol
HOMO-LUMO gap	0.343	Eh
charge	0
HOMO energy	-8.952	eV
spin multiplicity	1
max |F|	6.7	eV/Å
E_LUMO	0.39	eV

***

Entry 6:
This record from the Open Molecules 2025 dataset describes a molecular structure, C11H33BN3NbO2P. The level of theory is the ωB97M-V functional and the def2-TZVPD basis.

The geometry in XYZ format:
```
52
Properties=species:S:1:pos:R:3:mulliken_charge:R:1
C -1.457 -3.031 -2.604 -0.77
C -0.179 -3.532 -3.294 -0.49
C 0.850 -2.424 -3.411 -0.61
O 1.274 -2.027 -2.133 -0.23
C 1.104 -0.660 -1.789 -0.71
Nb 0.221 -0.369 0.320 -0.50
N -1.803 -0.170 -0.217 -0.80
C 0.771 1.843 0.074 -1.17
C -0.444 2.791 0.163 -0.55
C -0.867 3.439 -1.158 0.85
C -2.178 4.184 -0.962 -1.70
C -0.991 2.462 -2.318 -1.29
P 2.702 -0.629 1.126 0.40
N 3.043 -2.205 1.018 -0.73
B -0.213 -0.266 2.590 0.81
O -1.549 -0.021 2.936 -0.73
N 0.809 -0.415 3.636 0.17
C 0.646 0.541 4.729 -1.12
C 0.755 -1.804 4.122 -1.23
H -2.327 -3.604 -2.912 0.42
H -1.334 -3.102 -1.530 0.04
H -1.642 -1.992 -2.865 0.22
H -0.411 -3.939 -4.275 0.39
H 0.267 -4.286 -2.650 0.26
H 1.709 -2.785 -3.987 0.30
H 0.425 -1.589 -3.972 0.38
H 0.378 -0.161 -2.430 0.38
H 2.067 -0.147 -1.870 0.36
H 0.014 -2.193 0.547 0.01
H -2.364 0.420 0.393 0.19
H -2.215 -1.102 -0.158 0.22
H 1.298 2.033 -0.862 0.43
H 1.463 2.107 0.873 0.45
H -0.164 3.621 0.817 0.41
H -1.312 2.330 0.638 0.24
H -0.085 4.157 -1.414 0.18
H -2.940 3.480 -0.630 0.35
H -2.083 4.965 -0.211 0.39
H -2.531 4.627 -1.890 0.43
H -0.020 2.155 -2.690 0.31
H -1.504 2.950 -3.147 0.49
H -1.564 1.580 -2.046 0.22
H 3.566 0.159 0.318 -0.03
H 2.995 -0.147 2.432 -0.05
H 3.766 -2.379 0.328 0.20
H -2.070 -0.738 2.553 0.27
H 1.284 0.246 5.561 0.36
H 0.979 1.526 4.415 0.28
H -0.382 0.592 5.098 0.31
H 0.042 -1.901 4.946 0.35
H 0.463 -2.469 3.315 0.39
H 1.735 -2.119 4.477 0.27
```

## Properties
electronic energy	-32018.928	eV
relative energy (zero: lowest compared OMol25 entry of this formula, charge and spin)	0.00	kcal/mol
HOMO-LUMO gap	0.210	Eh
charge	-1
HOMO energy	-3.099	eV
spin multiplicity	1
max |F|	4.1	eV/Å
E_LUMO	2.60	eV